# 1
The following is a quantum chemistry calculation of 3 unconnected molecules or ions with the total composition C29H58Cl2FIN3O7P2, from OMol25.

Output
Lowest unoccupied orbital energy = -0.1405 Eh
2S+1 = 1
Frontier orbital gap = 0.2798 hartree
Net charge = +1

```
103
Properties=species:S:1:pos:R:3:mulliken_charge:R:1
C 2.0343 3.0815 2.5418 -1.368
C 2.2545 2.6584 1.0896 -0.854
N 1.4856 1.4662 0.6860 1.071
C 1.9833 0.2515 0.6210 -1.139
N 3.2344 -0.1631 0.9307 -0.876
I 4.4487 0.4308 2.4470 0.268
C 3.6904 -0.9945 -0.2507 1.827
C 4.8499 -1.9072 0.1759 -2.909
C 5.3516 -2.9812 -0.7900 -0.375
C 6.8454 -3.2638 -0.6186 0.780
C 7.1661 -3.6296 0.8308 -1.437
C 7.2761 -4.3712 -1.5710 -1.713
P 4.5803 0.4337 -1.1963 -0.188
C 5.3287 -0.2449 -2.7169 -0.898
O 3.3193 1.3262 -1.7793 -0.477
C 2.2673 -1.6170 -0.7084 1.265
C 1.9981 -1.3527 -2.2764 -0.196
Cl 0.5081 -0.3712 -2.4519 -0.122
C 1.9231 -2.5155 -3.3182 -0.089
C 3.2030 -3.2887 -3.6217 -1.080
Cl 1.4771 -1.7890 -4.9162 -0.150
P 2.2320 -3.5185 -0.5389 0.359
C 2.4308 -3.9306 1.2465 -1.378
O 0.6352 -3.8186 -0.8528 -0.683
N 1.2516 -0.8242 0.1109 1.239
C 0.5658 -1.4620 1.2887 -1.334
C -0.5723 -0.6741 1.9163 -0.102
C -1.0830 -1.4103 3.1552 -0.739
C -2.4251 -0.8781 3.6438 -0.478
O -2.2790 0.2423 4.5128 -0.569
C 0.1233 1.7384 0.1799 0.171
C 0.1123 2.6860 -0.9944 -1.570
F -0.5634 2.3225 1.2310 -0.450
H 1.2907 3.8717 2.6123 0.330
H 2.9663 3.4515 2.9659 0.440
H 1.6913 2.2471 3.1524 0.289
H 1.9354 3.4363 0.4030 0.558
H 3.2960 2.4684 0.8570 0.553
H 4.6225 -2.3535 1.1451 0.487
H 5.6947 -1.2336 0.3770 1.001
H 5.1505 -2.6949 -1.8212 -0.409
H 4.8170 -3.9218 -0.6264 0.671
H 7.3981 -2.3517 -0.8789 0.218
H 8.1474 -4.1002 0.8998 0.457
H 7.1728 -2.7664 1.4978 0.309
H 6.4369 -4.3495 1.2148 0.283
H 6.8418 -5.3255 -1.2606 0.354
H 6.9480 -4.1826 -2.5954 0.369
H 8.3599 -4.4836 -1.5812 0.449
H 5.5841 0.6277 -3.3240 0.500
H 6.2652 -0.7429 -2.4618 0.225
H 4.7152 -0.9186 -3.3103 0.195
H 3.0204 1.1135 -2.6745 0.450
H 2.7912 -0.7195 -2.6466 -0.404
H 1.1008 -3.1866 -3.0782 0.414
H 4.0256 -2.6062 -3.8350 0.289
H 3.4841 -3.9637 -2.8218 0.190
H 3.0386 -3.8697 -4.5264 0.592
H 2.7572 -3.1151 1.8835 0.450
H 3.1831 -4.7197 1.2971 0.439
H 1.4907 -4.3292 1.6258 0.469
H 0.0900 -3.0739 -1.1327 0.448
H 1.2878 -1.6954 2.0687 0.265
H 0.1453 -2.4000 0.9549 0.929
H -1.3932 -0.5611 1.2022 0.247
H -0.2449 0.3182 2.2213 -0.095
H -1.1585 -2.4839 2.9588 0.458
H -0.3704 -1.2798 3.9751 0.398
H -2.9457 -1.6412 4.2199 0.384
H -3.0643 -0.6071 2.7979 0.142
H -2.1084 1.0290 3.9837 0.308
H -0.3351 0.7864 -0.0452 0.360
H 0.1710 3.7201 -0.6596 0.544
H -0.8257 2.5598 -1.5325 0.373
H 0.9399 2.4675 -1.6646 0.260
O -5.9027 -0.5447 0.5142 -0.593
C -6.0599 0.4098 1.2234 0.828
O -5.0715 0.7009 2.1064 -0.243
C -5.0578 1.9042 2.8870 0.056
C -5.8679 1.7805 4.1581 -1.076
C -7.3142 1.2440 1.2135 -1.197
H -5.3723 2.7539 2.2790 0.126
H -4.0048 2.0512 3.1254 0.150
H -6.9255 1.6274 3.9463 0.299
H -5.7694 2.6891 4.7525 0.406
H -5.5052 0.9402 4.7494 0.288
H -8.0298 0.7868 1.8972 0.377
H -7.7415 1.2134 0.2151 0.309
H -7.1755 2.2793 1.5096 0.283
O -8.9980 4.1921 -0.1762 -0.558
C -8.2277 4.3698 -1.0788 0.677
O -8.7146 4.6443 -2.3022 -0.358
C -7.8743 4.9772 -3.4148 -0.370
C -7.3468 3.7468 -4.1207 -0.915
C -6.7373 4.2166 -0.8710 -0.805
H -7.0718 5.6451 -3.0997 0.350
H -8.5266 5.5467 -4.0736 0.312
H -6.6950 3.1578 -3.4747 0.248
H -6.7774 4.0401 -5.0031 0.349
H -8.1746 3.1140 -4.4385 0.292
H -6.4937 3.1597 -0.9881 0.168
H -6.5301 4.5073 0.1559 0.223
H -6.1010 4.7949 -1.5348 0.384
```


# 2
The following is a quantum chemistry calculation of 3 unconnected molecules or ions with the total composition CH8O3 at a distorted geometry, from OMol25.

Output
SMILES = CO.O.O
Lowest unoccupied orbital energy = 0.0111 Eh
2S+1 = 1
Energy relative to the best compared isomer or geometry (same formula, charge and spin) = 57.2 kJ/mol
Frontier orbital gap = 0.3623 hartree

```
12
Properties=species:S:1:pos:R:3:mulliken_charge:R:1
C -2.0579 -0.5679 -0.5624 -0.667
O -1.2813 0.5597 -1.0142 -0.515
H -2.8703 -0.2369 -0.0023 0.261
H -1.4147 -1.2260 0.0516 0.246
H -2.2063 -1.2072 -1.3581 0.314
H -0.5171 0.5031 -0.3920 0.404
O 0.2936 -0.0327 1.2464 -0.680
H 1.2008 -0.0839 0.8881 0.354
H 0.4136 -0.1541 2.1980 0.300
O 2.4287 0.7727 -0.4561 -0.683
H 3.2141 0.1486 -0.5754 0.339
H 2.7969 1.5247 -0.0236 0.327
```


# 3
The following is a quantum chemistry calculation of C6H10O in the gas phase at a distorted geometry, from OMol25.

Output
SMILES = CC/C=C\C(C)=O
Lowest unoccupied orbital energy = 0.0300 Eh
2S+1 = 1
Energy relative to the best compared isomer or geometry (same formula, charge and spin) = 172.5 kJ/mol
Frontier orbital gap = 0.3777 hartree

```
17
Properties=species:S:1:pos:R:3:mulliken_charge:R:1
C 1.7247 0.5752 -0.0614 -1.088
C 0.6793 0.7024 1.0359 -0.487
C -1.0034 0.6697 1.2169 -0.270
C -1.7575 0.2121 0.2480 -0.585
C -0.9110 -0.1449 -0.9731 0.749
C -0.4505 -1.5850 -1.0116 -1.107
O -1.0258 0.5497 -1.9820 -0.567
H 2.6813 0.9685 0.2988 0.376
H 1.9244 -0.4709 -0.3020 0.243
H 1.4575 1.1700 -0.9382 0.333
H 0.9753 0.0231 1.8440 0.247
H 0.8385 1.7002 1.4630 0.385
H -1.2805 1.1262 2.1586 0.386
H -2.8258 0.3197 0.1083 0.388
H -0.2945 -1.9903 -0.0105 0.325
H -1.2137 -2.1808 -1.5185 0.354
H 0.4820 -1.6448 -1.5760 0.318
```


# 4
The following is a quantum chemistry calculation of a molecular structure, C25H46BrGeNO2Si5W, from OMol25.

Output
Lowest unoccupied orbital energy (alpha / beta) = -0.1535 / -0.1425 Eh
2S+1 = 2
Expectation value of S² = 0.760
Energy relative to the best compared isomer or geometry (same formula, charge and spin) = 37.9 kJ/mol
Frontier orbital gap (alpha / beta) = 0.2580 / 0.2712 hartree
Net charge = +1

```
82
Properties=species:S:1:pos:R:3:mulliken_charge:R:1
W -0.5562 -0.1117 -0.9146 0.007
C 1.9418 -1.0020 -3.1777 -1.182
Si 1.9837 -0.2602 -1.4584 0.346
C 3.1821 -1.3814 -0.5349 -1.401
C 2.6753 1.4851 -1.5208 0.980
C 4.0499 1.7288 -1.4482 -0.864
C 4.5508 3.0186 -1.5508 -0.661
C 3.6823 4.0859 -1.7313 -0.813
C 2.3173 3.8574 -1.8272 -0.627
C 1.7995 2.5643 -1.7317 0.382
Si -0.0262 2.1957 -1.9616 0.786
C -1.0359 3.6315 -1.3023 -1.362
C -0.4375 2.0168 -3.7916 -1.215
H 2.9636 -0.9999 -3.5676 0.440
H 1.3084 -0.4464 -3.8664 0.208
H 1.5834 -2.0325 -3.1509 0.309
H 4.1584 -1.2694 -1.0150 0.533
H 2.8819 -2.4229 -0.6563 0.074
H 3.3229 -1.1829 0.5287 0.349
H 4.7454 0.9104 -1.3006 0.298
H 5.6173 3.1921 -1.4860 0.428
H 4.0697 5.0939 -1.8048 0.425
H 1.6508 4.6990 -1.9787 0.378
H -0.7746 4.5329 -1.8634 0.504
H -0.8500 3.8322 -0.2477 0.318
H -2.1044 3.4625 -1.4424 0.357
H -0.6548 3.0050 -4.2034 0.453
H -1.3088 1.3812 -3.9548 0.311
H 0.4004 1.5973 -4.3481 0.336
Br -5.4317 1.5968 -2.0094 -0.067
C -4.9127 -0.1834 -2.3700 -0.007
C -5.8714 -1.1199 -2.7411 -0.461
C -5.4540 -2.4202 -2.9626 -0.504
C -4.1120 -2.7489 -2.8023 -0.781
C -3.2571 -1.7272 -2.4576 0.567
N -3.6334 -0.4619 -2.2433 0.112
C -1.8073 -1.8538 -2.1141 0.055
O -1.4114 -2.5012 -1.1419 -0.446
O -0.9949 -1.0010 -2.6805 -0.536
H -6.9068 -0.8319 -2.8451 0.463
H -6.1724 -3.1763 -3.2487 0.468
H -3.7470 -3.7566 -2.9397 0.512
C 1.1620 2.7083 2.0113 -0.575
Si 1.8371 1.0371 2.4815 0.588
C 1.6571 0.6901 4.3059 -1.139
C 3.6536 0.9031 2.0938 -0.942
Ge 0.6603 -0.6556 1.1425 -0.090
Si 0.6497 -2.9431 2.0051 0.718
C -1.1256 -3.4984 2.1246 -0.650
C 1.5697 -4.1186 0.8936 -1.193
C 1.4581 -2.8808 3.6845 -1.269
Si -2.0960 0.0432 1.2738 1.170
C -1.6347 -0.0067 3.1029 -1.479
C -3.4774 -1.1963 0.9772 -1.095
C -2.7589 1.7732 1.0118 -0.975
H 1.6679 3.4846 2.5913 0.601
H 0.0932 2.7878 2.2149 0.174
H 1.3357 2.9112 0.9526 -0.065
H 2.1425 1.5121 4.8403 0.401
H 2.1829 -0.2276 4.5725 0.284
H 0.6363 0.6190 4.6694 0.362
H 4.1639 1.6530 2.7062 0.452
H 3.8880 1.1049 1.0528 0.090
H 4.0561 -0.0732 2.3709 0.346
H -1.5848 -3.5217 1.1388 0.003
H -1.7367 -2.8846 2.7863 0.288
H -1.1320 -4.5175 2.5224 0.499
H 1.1496 -4.1440 -0.1119 0.294
H 1.4619 -5.1159 1.3296 0.463
H 2.6352 -3.8965 0.8308 0.361
H 0.9720 -2.1832 4.3668 0.316
H 2.5111 -2.6023 3.6010 0.333
H 1.4131 -3.8767 4.1333 0.460
H -1.0684 -0.8678 3.4577 0.316
H -2.5842 0.0021 3.6471 0.616
H -1.1004 0.9006 3.3765 0.205
H -3.9231 -1.4767 1.9344 0.560
H -3.1540 -2.1059 0.4770 0.155
H -4.2521 -0.7221 0.3733 0.330
H -2.0237 2.5428 1.2432 0.239
H -3.6130 1.9108 1.6833 0.486
H -3.1165 1.9353 -0.0044 -0.112
```


# 5
The following is a quantum chemistry calculation of a molecular structure, C15H23F4N4OPd at a distorted geometry, from OMol25.

Output
Lowest unoccupied orbital energy (alpha / beta) = 0.0975 / 0.0975 Eh
2S+1 = 1
Frontier orbital gap (alpha / beta) = 0.1244 / 0.1245 hartree
Net charge = -1

```
48
Properties=species:S:1:pos:R:3:mulliken_charge:R:1
Pd -0.4087 0.2241 0.6872 -0.196
C -1.3137 1.8697 3.1843 -1.268
N -1.7308 1.5104 1.8393 0.655
C -1.5760 2.6312 0.8525 -0.983
C -3.0719 0.8819 1.6817 -0.956
C -2.9980 -0.6122 1.5687 -0.643
N -2.0913 -0.8952 0.4781 -0.214
C -2.4472 -1.5377 -0.6604 -0.135
C -1.4198 -1.9281 -1.5393 0.599
F -0.1628 -1.6174 -1.2099 0.090
C -1.6118 -2.5668 -2.7271 -0.055
F -0.5459 -2.9589 -3.4711 -0.332
C -2.8779 -3.0811 -3.0576 -0.676
C -3.9133 -2.7325 -2.2131 0.121
F -5.1936 -3.0060 -2.6170 -0.339
C -3.7647 -1.9621 -1.0801 0.244
F -4.8308 -1.3499 -0.4803 -0.335
H -2.1452 2.3329 3.7808 0.256
H -0.4492 2.5271 3.1208 0.310
H -1.0379 0.9761 3.7372 0.243
H -2.1728 3.5191 1.1067 0.334
H -1.8917 2.2404 -0.1086 0.349
H -0.5130 2.8944 0.8635 0.263
H -3.5524 1.3003 0.7657 0.398
H -3.8081 1.1664 2.4790 0.226
H -4.0312 -0.9744 1.3768 0.354
H -2.6584 -1.1249 2.4796 0.215
H -3.1359 -3.5484 -3.9908 0.404
C 2.1308 -0.8472 1.6227 -1.506
N 2.9328 -0.5676 0.4021 0.316
C 3.4659 -1.7097 -0.3229 -1.191
C 2.6215 0.6237 -0.1650 0.309
O 1.4363 1.1169 0.0897 -0.340
N 3.4583 1.2770 -0.9965 0.220
C 4.7620 0.7850 -1.4017 -0.993
C 3.1998 2.6772 -1.3534 -0.932
H 2.7805 -1.3740 2.3226 0.479
H 1.1671 -1.3573 1.4174 0.309
H 1.9090 0.0997 2.0566 0.405
H 3.3355 -2.5835 0.2975 0.426
H 4.5181 -1.5981 -0.5698 0.375
H 2.9491 -1.8667 -1.2745 0.317
H 5.1663 0.1488 -0.5946 0.350
H 5.4418 1.6361 -1.5834 0.383
H 4.7028 0.2279 -2.3648 0.243
H 2.3670 2.6983 -2.0509 0.272
H 4.0886 3.0827 -1.8277 0.341
H 2.9210 3.3521 -0.5499 0.285
```


# 6
The following is a quantum chemistry calculation of 2 unconnected molecules or ions with the total composition C8H8F2OS at a distorted geometry, from OMol25.

Output
SMILES = C#CC(C)(F)F.C=CC(=S)C=O
Lowest unoccupied orbital energy = -0.0564 Eh
2S+1 = 1
Energy relative to the best compared isomer or geometry (same formula, charge and spin) = 276.1 kJ/mol
Frontier orbital gap = 0.2847 hartree

```
20
Properties=species:S:1:pos:R:3:mulliken_charge:R:1
C -2.7314 2.2002 -2.2007 0.163
C -2.2788 1.7674 -1.1514 -0.853
C -1.7958 1.0006 0.0013 1.283
C -0.3874 1.2372 0.3837 -1.367
F -1.8863 -0.3368 -0.2696 -0.280
F -2.6370 1.1236 1.0996 -0.315
H -3.1840 2.6593 -3.0814 0.413
H -0.1719 2.2804 0.7512 0.388
H 0.2125 1.1358 -0.5803 0.376
H -0.0452 0.4309 1.0986 0.297
C 0.4094 -0.9204 -0.7099 -1.239
C 1.7145 -1.1605 -0.5722 -0.067
C 2.3949 -1.5497 0.6779 0.228
S 4.0013 -1.7304 0.7438 -0.241
C 1.6348 -1.7943 1.9606 -0.077
O 0.4400 -1.6173 2.0823 -0.494
H -0.3015 -1.0033 0.0898 0.625
H 0.0076 -0.5719 -1.6784 0.364
H 2.3301 -1.0391 -1.4372 0.416
H 2.2742 -2.1116 2.7923 0.380
```


# 7
The following is a quantum chemistry calculation of a molecular structure, C44H52N6SbTi, from OMol25.

Output
Lowest unoccupied orbital energy (alpha / beta) = -0.1881 / -0.1921 Eh
2S+1 = 2
Expectation value of S² = 0.756
Energy relative to the best compared isomer or geometry (same formula, charge and spin) = 242.3 kJ/mol
Frontier orbital gap (alpha / beta) = 0.2861 / 0.2857 hartree
Net charge = +2

```
104
Properties=species:S:1:pos:R:3:mulliken_charge:R:1
Ti -0.8998 -0.1824 0.0661 0.739
C -1.6084 -1.0733 -2.8614 -1.258
C -3.0910 -1.0427 -2.5315 -2.121
C -3.5712 -1.2840 -1.1207 1.018
C -4.7760 -1.9594 -0.9498 -0.934
C -5.3298 -2.0880 0.3082 -0.647
C -4.6853 -1.4979 1.3846 -1.194
C -3.4985 -0.8414 1.1547 -0.357
N -2.9177 -0.7675 -0.0638 1.136
N -0.7452 0.0221 -2.3116 2.592
C 0.6699 -0.1630 -2.8654 -0.672
C 1.1511 -1.5402 -3.2468 -0.182
C 1.7806 -1.7037 -4.4732 -0.970
C 2.2916 -2.9499 -4.8049 -0.678
C 2.1341 -3.9946 -3.9133 -1.017
C 1.4854 -3.7391 -2.7152 -0.334
N 1.0259 -2.5381 -2.3729 0.210
C -1.2669 1.2885 -2.8903 -2.005
C -0.5613 2.5982 -2.6027 0.319
C -1.2972 3.7702 -2.7499 -0.466
C -0.6482 4.9867 -2.6436 -0.629
C 0.7165 4.9972 -2.3926 -0.586
C 1.3587 3.7812 -2.2435 -0.672
N 0.7402 2.6012 -2.3394 -0.010
H -1.1864 -2.0216 -2.5437 0.509
H -1.5236 -1.0512 -3.9547 0.587
H -3.5691 -0.1220 -2.8802 0.355
H -3.5362 -1.8260 -3.1477 0.706
H -5.2718 -2.3678 -1.8191 0.565
H -6.2590 -2.6249 0.4456 0.463
H -5.0870 -1.5341 2.3865 0.541
H -2.9726 -0.3642 1.9698 0.443
H 0.7390 0.4635 -3.7556 0.542
H 1.3634 0.2726 -2.1525 0.414
H 1.8648 -0.8730 -5.1606 0.520
H 2.7849 -3.1033 -5.7552 0.471
H 2.4976 -4.9879 -4.1330 0.469
H 1.3193 -4.5369 -2.0030 0.424
H -1.2670 1.1536 -3.9821 0.580
H -2.3082 1.3956 -2.5900 0.482
H -2.3551 3.7297 -2.9774 0.544
H -1.1926 5.9127 -2.7746 0.483
H 1.2734 5.9206 -2.3218 0.465
H 2.4227 3.7463 -2.0390 0.452
C 5.7262 -4.4846 0.0776 -0.614
C 4.4387 -4.9850 0.2013 -0.780
C 3.3607 -4.1163 0.3214 -0.426
C 3.5733 -2.7438 0.3210 0.708
C 4.8699 -2.2432 0.2177 -0.590
C 5.9425 -3.1133 0.0912 -0.658
Sb 2.0002 -1.3487 0.5572 1.314
C 2.8227 -0.3518 2.2356 0.568
C 3.2595 0.9482 1.9811 -0.427
C 3.8694 1.7029 2.9776 -0.674
C 4.0370 1.1640 4.2429 -0.593
C 3.6051 -0.1300 4.5065 -0.741
C 3.0092 -0.8863 3.5088 -0.505
C 0.5201 -2.7419 1.2548 0.692
C 0.6071 -3.5010 2.4234 -0.971
C -0.4115 -4.3716 2.7782 -0.955
C -1.5378 -4.5162 1.9717 -0.886
C -1.6409 -3.7874 0.8005 -0.508
C -0.6172 -2.9089 0.4579 0.388
H 6.5649 -5.1613 -0.0142 0.418
H 4.2720 -6.0541 0.2175 0.433
H 2.3674 -4.5242 0.4553 0.467
H 5.0594 -1.1762 0.2464 0.373
H 6.9466 -2.7192 0.0120 0.443
H 3.1373 1.3881 0.9952 0.487
H 4.2188 2.7042 2.7621 0.461
H 4.5136 1.7439 5.0216 0.433
H 3.7444 -0.5547 5.4918 0.456
H 2.7032 -1.8961 3.7416 0.216
H 1.4825 -3.4406 3.0544 0.435
H -0.3230 -4.9557 3.6846 0.472
H -2.3164 -5.2132 2.2507 0.439
H -2.5010 -3.9127 0.1521 0.543
H -0.6477 -2.4247 -0.5222 0.087
C -0.6058 0.0580 2.1615 -2.387
H 0.4073 0.3311 2.4651 -0.013
H -0.8329 -0.8892 2.6649 0.837
H -1.2734 0.8220 2.5727 0.748
C -3.8853 4.3708 -0.0932 -0.711
C -3.3662 3.7101 1.1721 -0.983
N -1.9031 3.7493 1.2681 0.691
C -1.3639 4.9014 2.0139 -0.698
C -1.3143 4.6548 3.5108 -1.135
C -1.1369 2.7873 0.7712 0.213
C 0.3358 2.8426 1.0239 -2.061
N -1.6150 1.7718 0.0693 1.618
H -4.9728 4.3259 -0.1305 0.436
H -3.4869 3.8761 -0.9806 -0.055
H -3.5936 5.4201 -0.1384 0.317
H -3.7010 2.6725 1.2442 0.362
H -3.7497 4.2046 2.0641 0.533
H -2.0226 5.7414 1.7890 0.495
H -0.3901 5.1651 1.6106 0.330
H -2.3065 4.4340 3.9052 0.337
H -0.9477 5.5430 4.0229 0.426
H -0.6553 3.8240 3.7633 0.270
H 0.7545 3.7503 0.5930 0.707
H 0.8333 1.9972 0.5519 -0.436
H 0.5552 2.8339 2.0910 0.451
H -2.6135 1.8519 -0.0943 -0.093
```